{"formula": "C25H55Ca2N2O6", "method": "ωB97M-V/def2-TZVPD", "s_squared": 0.75, "lumo_energy_ev": [-6.9, -7.7], "total_energy_ev": -78944.735, "homo_lumo_gap_ev": [5.07, 4.32], "total_charge": 2, "homo_ev": [-11.983, -11.983], "spin_multiplicity": 2, "species": ["Ca", "Ca", "O", "C", "O", "O", "H", "C", "C", "C", "O", "C", "H", "H", "H", "H", "H", "H", "H", "H", "C", "C", "C", "O", "C", "H", "H", "H", "H", "H", "H", "H", "H", "C", "C", "C", "O", "C", "H", "H", "H", "H", "H", "H", "H", "H", "C", "C", "N", "C", "C", "C", "C", "H", "H", "H", "H", "H", "H", "H", "H", "H", "H", "H", "H", "H", "H", "H", "C", "C", "N", "C", "C", "C", "C", "H", "H", "H", "H", "H", "H", "H", "H", "H", "H", "H", "H", "H", "H", "H"], "xyz": [[-0.0917, 4.0864, 2.0381], [-3.2515, 2.2217, 2.5258], [-0.0566, -0.1610, 1.1267], [-1.0164, 0.7295, 1.3757], [-0.7434, 1.9123, 1.6071], [-2.2209, 0.3869, 1.4291], [-0.6549, -0.9044, 1.0213], [-2.8561, -3.9801, -0.2445], [-2.6305, -4.4875, 1.1764], [-1.8554, -3.4320, 1.8677], [-1.5950, -2.4725, 0.8777], [-2.6419, -2.5199, -0.0901], [-3.8571, -4.1817, -0.6259], [-2.1194, -4.4660, -0.8843], [-2.1141, -5.4462, 1.2241], [-3.5664, -4.7050, 1.6910], [-0.9019, -3.7607, 2.2810], [-2.3923, -2.9751, 2.6991], [-2.2745, -2.0174, -0.9849], [-3.5537, -2.0009, 0.2056], [-0.7757, -0.9411, 4.7826], [-1.2062, -1.8086, 5.9729], [-1.1030, -0.7902, 7.1112], [-0.3282, 0.3247, 6.5730], [0.2234, 0.0587, 5.2981], [-1.6001, -0.3808, 4.3415], [-0.3893, -1.4575, 3.9039], [-0.4694, -2.6035, 6.0884], [-2.1740, -2.3037, 5.8939], [-0.6700, -1.1380, 8.0491], [-2.1026, -0.3917, 7.2848], [1.2250, -0.3693, 5.3387], [0.2033, 0.9645, 4.6920], [-2.0175, 1.1948, -2.2420], [-2.2284, 1.4304, -3.7177], [-3.5340, 0.7906, -4.0967], [-4.2947, 0.9488, -2.8945], [-3.4406, 1.3560, -1.7867], [-1.4815, 2.0314, -1.7936], [-1.4532, 0.2886, -2.0219], [-1.4406, 1.1323, -4.4095], [-2.3089, 2.5124, -3.8221], [-3.3602, -0.2551, -4.3504], [-4.0385, 1.2527, -4.9453], [-3.5677, 0.7464, -0.8921], [-3.7153, 2.3564, -1.4522], [2.0797, -0.4502, -1.7689], [2.6899, -1.6538, -2.5304], [1.7642, -2.4708, -3.3410], [1.2393, -1.7022, -4.4617], [0.7408, -2.5001, -5.6648], [0.7074, -3.0735, -2.5513], [1.1567, -3.7378, -1.2584], [1.3535, -0.6954, -0.9939], [1.5806, 0.1842, -2.5014], [2.8789, 0.0798, -1.2509], [3.4789, -1.2940, -3.1907], [3.2517, -2.2617, -1.8212], [0.4093, -1.0890, -4.1108], [1.9680, -0.9472, -4.7570], [1.5866, -2.8822, -6.2363], [0.2324, -3.3965, -5.3095], [0.0977, -1.9273, -6.3329], [0.1927, -3.7940, -3.1869], [-0.0427, -2.3369, -2.2634], [0.3647, -4.1571, -0.6380], [1.6265, -2.9453, -0.6757], [1.8649, -4.5001, -1.5831], [2.7384, 1.9863, 2.0258], [2.3833, 2.5129, 0.6472], [1.8534, 3.8952, 0.6898], [2.9646, 4.8958, 0.6365], [3.9676, 4.9995, 1.8156], [1.0745, 4.0448, -0.5789], [1.7141, 3.7402, -1.9498], [3.3489, 1.1168, 1.7819], [1.8350, 1.6333, 2.5231], [3.3120, 2.6488, 2.6740], [3.2116, 2.3680, -0.0462], [1.6223, 1.7935, 0.3446], [3.5768, 4.7487, -0.2533], [2.4272, 5.8419, 0.5725], [4.7655, 4.2808, 1.6288], [4.4878, 5.9525, 1.9113], [3.4455, 4.7458, 2.7382], [0.7930, 5.0978, -0.5745], [0.1135, 3.5308, -0.5580], [1.8576, 2.6635, -2.0398], [2.6532, 4.2925, -1.9850], [1.0742, 3.9855, -2.7974]], "forces_ev_per_a": [[0.155, -1.001, -0.298], [0.747, -0.971, -0.671], [-1.036, 2.148, 0.317], [-0.401, -1.835, -0.084], [1.553, 4.083, 0.893], [-1.064, -0.180, 0.305], [-0.090, -2.672, -0.400], [-0.477, -1.021, -0.282], [-1.084, -1.971, 0.356], [0.627, 0.484, 1.043], [0.633, 1.838, -0.387], [0.715, 0.435, -0.551], [0.095, -0.254, 0.013], [-0.062, 0.342, -0.279], [0.130, 0.042, -0.354], [-0.158, 0.265, -0.027], [0.094, -0.083, -0.164], [-0.297, 0.127, 0.108], [0.079, -0.032, -0.057], [-0.055, 0.096, 0.502], [-0.318, -0.494, -1.771], [1.104, 0.055, -0.139], [-0.255, 0.637, -0.894], [0.359, 0.590, 1.014], [-1.087, -1.033, 0.803], [-0.591, 0.167, 0.262], [0.118, -0.572, 0.159], [0.058, -0.046, 0.093], [-0.025, 0.317, -0.107], [0.080, -0.045, -0.203], [0.033, 0.089, 0.393], [0.232, 0.162, 0.136], [0.250, 0.227, 0.100], [0.447, 0.930, -0.376], [1.128, 1.010, -1.479], [0.412, 0.014, 0.832], [-0.227, 0.002, 1.184], [-0.893, -1.493, -0.055], [0.557, 0.003, -0.088], [-0.570, -0.320, 0.234], [0.271, -0.151, 0.279], [-0.171, 0.159, -0.273], [-0.294, -0.285, 0.217], [-0.058, 0.171, 0.216], [-0.651, -0.565, -0.109], [0.165, 0.481, -0.482], [0.052, -0.319, -0.391], [0.031, -0.058, 0.126], [0.937, 0.297, 0.566], [-0.476, 0.517, -0.093], [0.754, -0.641, 0.368], [-0.857, -0.324, 0.065], [0.610, 0.342, -0.734], [-0.096, -0.352, -0.108], [0.036, 0.371, 0.126], [0.116, 0.227, -0.204], [-0.174, 0.186, -0.205], [-0.288, -0.313, -0.001], [-0.581, 0.230, 0.229], [0.339, -0.263, -0.180], [0.040, 0.108, -0.103], [-0.346, 0.118, -0.131], [-0.003, 0.023, 0.190], [-0.059, -0.056, 0.019], [-0.458, 0.587, -0.105], [-0.146, -0.054, -0.401], [0.290, -0.427, 0.325], [0.215, -0.121, 0.681], [0.523, -0.280, -0.296], [-0.047, -0.708, 1.265], [0.725, -1.131, -1.417], [0.316, 1.111, 0.546], [-0.526, -1.110, -0.418], [-0.744, 1.573, -0.609], [0.207, -0.447, 0.941], [0.026, -0.239, 0.653], [0.004, -0.024, 0.255], [-0.044, -0.105, -0.164], [0.094, 0.554, -0.074], [-0.308, 0.411, -0.560], [-0.340, 0.056, -0.189], [0.219, 0.269, -0.318], [-0.063, -0.208, 0.389], [-0.538, 0.182, -0.244], [0.322, 0.207, 0.263], [-0.090, 0.442, -0.274], [-0.130, -0.684, 0.487], [0.420, 0.016, 0.023], [-0.043, -0.272, -0.546], [-0.098, 0.463, 0.316]], "lowdin_charge": [1.3857, 1.3614, 0.1609, -0.8210, -0.3074, -0.1537, 0.0779, -0.1427, -0.1534, -0.2116, -0.1871, -0.1974, 0.1259, 0.1145, 0.1220, 0.1193, 0.1311, 0.1163, 0.1166, 0.1240, -0.1981, -0.1358, -0.1495, -0.1485, -0.2174, 0.0862, 0.1045, 0.1176, 0.1150, 0.1262, 0.1142, 0.1288, 0.0951, -0.1752, -0.1851, -0.1780, -0.1165, -0.2032, 0.0906, 0.1047, 0.1159, 0.1189, 0.1212, 0.1304, 0.0869, 0.1089, -0.0834, -0.2321, -0.1638, -0.2744, -0.0655, -0.2719, -0.0653, 0.0432, 0.0562, 0.0643, 0.1152, 0.1054, 0.0856, 0.1149, 0.0771, 0.0633, 0.0749, 0.1127, 0.0901, 0.0628, 0.0551, 0.0916, -0.0595, -0.2671, -0.3168, -0.2174, -0.0555, -0.2939, -0.0298, 0.1001, 0.0528, 0.0648, 0.1318, 0.0949, 0.1166, 0.1152, 0.0853, 0.0911, 0.0610, 0.1076, 0.0814, 0.0651, 0.0810, 0.0961]}



{"formula": "C25H55ClN6O2RuSi3", "method": "ωB97M-V/def2-TZVPD", "s_squared": 0.91, "lumo_energy_ev": [-4.0, -3.8], "total_energy_ev": -78586.834, "homo_lumo_gap_ev": [7.12, 7.19], "relative_energy_ev": 0.1813, "total_charge": 1, "homo_ev": [-11.135, -10.943], "spin_multiplicity": 2, "species": ["Ru", "C", "Si", "C", "C", "C", "Si", "C", "C", "C", "Si", "C", "C", "C", "C", "C", "C", "C", "N", "H", "H", "H", "H", "H", "H", "H", "H", "H", "H", "H", "H", "H", "H", "H", "H", "H", "H", "H", "H", "H", "H", "H", "H", "H", "H", "H", "H", "C", "C", "C", "C", "N", "N", "H", "H", "H", "H", "H", "H", "H", "H", "H", "H", "H", "H", "Cl", "C", "C", "O", "O", "H", "H", "C", "N", "C", "C", "N", "N", "C", "C", "H", "H", "H", "H", "H", "H", "H", "H", "H", "H", "H", "H", "H"], "xyz": [[-0.2519, 0.0022, -0.0324], [1.7174, -3.0078, -2.1583], [2.4107, -1.2487, -2.2534], [4.2965, -1.3964, -2.2146], [1.8143, -0.5939, -3.9164], [1.9382, -0.1203, -0.8142], [1.9039, 1.7273, -1.2552], [1.8784, 2.7971, 0.3052], [0.4634, 2.1310, -2.4349], [3.5036, 2.2219, -2.1374], [2.4769, -0.6221, 0.9086], [4.2522, -0.0390, 1.2427], [2.3918, -2.4737, 1.2969], [1.4814, 0.1055, 2.3801], [2.0662, 0.2869, 3.6306], [1.2936, 0.6987, 4.7023], [-0.0631, 0.9245, 4.5009], [-0.5839, 0.7146, 3.2399], [0.1653, 0.3227, 2.2111], [2.3369, -3.6670, -2.7695], [0.7141, -3.0227, -2.5885], [1.6845, -3.4287, -1.1528], [4.6364, -1.9531, -3.0899], [4.6369, -1.9307, -1.3252], [4.7854, -0.4211, -2.2294], [2.0469, -1.3221, -4.6958], [2.2744, 0.3526, -4.2002], [0.7308, -0.4579, -3.8995], [1.0100, 2.6440, 0.9455], [1.8953, 3.8499, 0.0190], [2.7785, 2.6102, 0.8961], [-0.3505, 1.4050, -2.3778], [0.8175, 2.1165, -3.4659], [0.0647, 3.1311, -2.2508], [4.3613, 2.1202, -1.4695], [3.4416, 3.2671, -2.4473], [3.7022, 1.6241, -3.0270], [4.8394, -0.0301, 0.3238], [4.7534, -0.7088, 1.9443], [4.2746, 0.9692, 1.6597], [3.0592, -3.0418, 0.6459], [1.3803, -2.8616, 1.1787], [2.7020, -2.6500, 2.3286], [3.1256, 0.1054, 3.7528], [1.7312, 0.8358, 5.6821], [-0.7035, 1.2491, 5.3082], [-1.6437, 0.8438, 3.0490], [-3.2485, 4.3449, 0.4075], [-1.8223, 4.4573, 0.9554], [-0.9278, 5.1936, -0.0400], [-1.8207, 5.2041, 2.2849], [-1.2292, 3.1324, 1.2433], [-1.4304, 2.1250, 0.2701], [-3.6944, 5.3365, 0.3304], [-3.8773, 3.7484, 1.0729], [-3.2680, 3.8982, -0.5881], [-1.3218, 6.1913, -0.2318], [-0.8684, 4.6687, -0.9959], [0.0777, 5.2892, 0.3667], [-2.1014, 6.2442, 2.1282], [-0.8241, 5.1752, 2.7284], [-2.5305, 4.7620, 2.9881], [-1.5396, 2.7940, 2.1426], [-1.2408, 2.5296, -0.6420], [-2.3777, 1.7516, 0.2431], [-3.7737, 0.7031, -3.7289], [-3.5658, -0.7403, -2.7037], [-2.3787, -0.4895, -1.7844], [-1.2212, -0.6788, -2.2165], [-2.6085, -0.0888, -0.6219], [-3.3822, -1.5847, -3.3618], [-4.4704, -0.8744, -2.1203], [-2.0541, -1.9423, 2.3092], [-2.3236, -3.0338, 1.3945], [-3.5647, -3.7641, 1.5928], [-1.5845, -3.1194, 0.2651], [-0.6565, -2.2398, 0.0182], [-1.8522, -4.1959, -0.5584], [-1.6348, -4.0943, -1.9910], [-1.6838, -5.5444, -0.0342], [-2.5825, -2.1224, 3.2426], [-2.3775, -0.9899, 1.8753], [-0.9851, -1.8874, 2.5058], [-4.3480, -3.0728, 1.9060], [-3.4498, -4.5263, 2.3671], [-3.8761, -4.2411, 0.6692], [-0.1305, -2.4518, -0.8191], [-1.6373, -3.0526, -2.3028], [-2.4494, -4.6129, -2.5014], [-0.6956, -4.5648, -2.2981], [-1.7287, -5.5482, 1.0514], [-0.7130, -5.9508, -0.3386], [-2.4665, -6.1965, -0.4260]], "forces_ev_per_a": [[-2.106, -0.967, 0.054], [-0.011, 0.291, 0.098], [0.113, -0.301, -0.293], [-0.311, 0.158, 0.024], [0.049, 0.045, 0.296], [-1.894, 0.152, 1.644], [0.770, 0.385, -0.165], [-0.080, -0.336, -0.204], [0.086, -0.153, 0.297], [-0.166, -0.240, 0.106], [1.115, -0.132, 0.022], [-0.243, -0.153, -0.011], [-0.027, 0.258, -0.279], [0.224, 0.011, -0.203], [-0.046, 0.053, 0.066], [-0.082, 0.001, -0.063], [0.130, -0.075, -0.037], [-0.331, 0.110, -0.038], [0.501, -0.399, -1.792], [0.037, 0.036, -0.041], [0.066, 0.013, -0.018], [0.029, -0.036, -0.024], [-0.011, -0.029, -0.020], [-0.004, -0.020, 0.011], [0.012, -0.005, 0.003], [0.045, -0.039, 0.011], [0.008, -0.010, -0.029], [0.004, -0.015, 0.003], [0.022, 0.108, 0.031], [-0.015, 0.031, -0.044], [0.020, -0.044, -0.034], [-0.028, 0.089, -0.133], [0.047, -0.031, 0.007], [0.070, 0.041, 0.035], [0.002, 0.013, 0.023], [-0.040, 0.031, 0.029], [-0.007, 0.019, -0.019], [-0.005, -0.021, -0.019], [0.044, 0.026, 0.041], [0.021, 0.026, -0.014], [0.026, -0.017, 0.019], [0.023, -0.014, 0.003], [0.060, 0.091, 0.017], [0.003, -0.005, 0.004], [0.017, 0.030, -0.006], [-0.046, -0.019, -0.020], [0.021, 0.012, -0.009], [0.058, 0.070, 0.080], [-0.259, 0.004, -0.122], [-0.005, -0.088, 0.098], [0.058, -0.117, -0.029], [0.377, 0.181, 0.251], [0.642, -0.737, -0.385], [-0.015, -0.005, -0.033], [-0.015, -0.011, 0.004], [-0.035, -0.003, -0.008], [-0.030, -0.015, -0.056], [-0.009, 0.041, -0.026], [0.025, 0.015, -0.017], [-0.016, 0.010, 0.031], [0.002, 0.045, 0.011], [-0.015, 0.000, 0.004], [-0.101, -0.097, -0.054], [-0.052, 0.057, -0.046], [-0.073, 0.104, -0.128], [-0.019, 0.047, -0.009], [0.213, 0.066, 0.053], [-0.541, -0.058, -0.136], [1.135, 0.489, 0.557], [-0.061, -0.078, 0.743], [-0.003, -0.010, 0.012], [-0.011, -0.015, -0.028], [0.138, -0.134, -0.040], [0.046, 0.068, -0.140], [-0.067, -0.006, 0.022], [-0.340, -0.114, 0.464], [1.027, 1.748, -0.539], [0.148, 0.184, 0.025], [-0.047, -0.106, -0.016], [-0.059, -0.050, 0.014], [-0.003, 0.001, 0.007], [-0.047, -0.059, 0.043], [-0.044, -0.019, 0.046], [0.020, 0.021, -0.023], [-0.032, 0.007, -0.013], [0.005, 0.006, -0.013], [-0.108, -0.428, 0.034], [0.038, -0.021, -0.026], [0.018, 0.003, -0.008], [-0.025, 0.036, 0.024], [-0.029, 0.006, -0.008], [-0.015, 0.011, 0.009], [0.010, -0.018, 0.043]], "lowdin_charge": [1.2354, -0.1710, 0.4316, -0.1623, -0.1664, -0.4671, 0.4117, -0.1758, -0.1686, -0.1647, 0.4548, -0.1640, -0.1651, -0.2926, -0.0428, -0.0278, -0.0298, -0.1636, -0.0394, 0.0510, 0.0077, 0.0157, 0.0406, 0.0302, 0.0231, 0.0433, 0.0200, 0.0241, -0.0097, 0.0331, 0.0288, -0.0060, 0.0413, 0.0190, 0.0361, 0.0426, 0.0172, 0.0221, 0.0384, 0.0280, 0.0321, 0.0028, 0.0402, 0.1097, 0.1192, 0.1157, 0.1110, -0.0397, -0.6203, -0.0322, -0.0389, -0.0636, 0.0007, 0.0924, 0.0877, 0.0793, 0.0944, 0.0634, 0.0779, 0.0928, 0.0900, 0.0863, 0.0866, 0.0613, 0.0774, 0.6024, -0.4792, -0.7681, -0.0867, -0.1005, 0.0746, 0.0804, -0.0582, -0.1279, -0.0357, -0.4090, 0.0873, -0.1599, -0.0456, -0.0421, 0.1002, 0.0673, 0.0734, 0.0958, 0.0958, 0.0892, 0.0111, 0.0654, 0.1012, 0.0840, 0.0860, 0.0963, 0.0978]}